Here is a single C3H4ClF molecule at a distorted geometry from the Open Molecules 2025 dataset. Energies are from ωB97M-V with the def2-TZVPD basis set.

The geometry in XYZ format:
```
9
Properties=species:S:1:pos:R:3:lowdin_charge:R:1
H -0.85970 -1.98496 0.58595 0.048
H 0.26084 1.91666 0.12477 0.082
C -0.14757 -1.25638 0.30401 0.007
Cl -0.03602 0.95305 -1.94927 0.684
F 1.66920 0.51277 -0.18756 -0.076
H -1.58555 0.41141 0.71402 0.120
C 0.35783 0.93422 -0.25914 -0.788
C -0.57212 -0.00715 0.50062 -0.160
H 0.91310 -1.47961 0.16660 0.083
```

Its HOMO energy is -10.261 eV. Its LUMO energy is 0.9 eV. Its spin multiplicity is 1. The HOMO-LUMO gap is 0.4091 hartree.


Here is 2 unconnected molecules or ions with the total composition C3H4ClF3O2PS at a distorted geometry from the Open Molecules 2025 dataset. Energies are from ωB97M-V with the def2-TZVPD basis set.

The geometry in XYZ format:
```
15
Properties=species:S:1:pos:R:3:lowdin_charge:R:1
Cl 0.17987 -2.88467 -0.57748 0.438
C -2.28718 1.06308 0.38360 -0.465
H -1.10368 2.93420 0.42902 0.130
H 0.43307 -2.36847 1.61506 -0.018
F -2.83604 0.77838 1.53777 0.169
O 2.30110 0.49221 1.67608 -0.445
F -2.18828 -0.16132 -0.44866 -0.003
S 1.73579 1.02432 -1.23049 0.081
C -0.20616 -1.94745 0.81697 -0.615
O -0.04036 1.47142 1.20350 -0.312
H -1.17009 -1.48683 1.04184 -0.025
C -0.96674 1.87545 0.31250 -0.284
H -0.56591 1.80711 -0.65024 0.016
F -3.21741 1.84508 -0.25470 0.076
P 1.27528 0.41785 0.65218 0.258
```

Its HOMO energy (alpha / beta) is -3.937 / -4.186 eV. Its LUMO energy (alpha / beta) is 3.2 / 3.2 eV. As for the total charge: -1. Its spin multiplicity is 1. The HOMO-LUMO gap (alpha / beta) is 0.2634 / 0.2706 hartree.


Here is a single C3H4ClFO molecule at a distorted geometry from the Open Molecules 2025 dataset. Energies are from ωB97M-V with the def2-TZVPD basis set.

The geometry in XYZ format:
```
10
Properties=species:S:1:pos:R:3:lowdin_charge:R:1
H -1.01573 -1.13468 -1.57993 0.098
C 0.34286 0.21760 -0.56202 -0.474
C 0.16412 0.93626 0.80828 -0.702
H -1.17437 -0.99818 0.14528 0.024
C -0.49543 -1.04465 -0.61569 -0.013
H -0.96550 0.74036 1.19160 0.160
O 1.09414 0.70753 -1.36061 0.116
H 0.15156 -1.98167 -0.54360 0.125
Cl 1.36273 0.29688 1.88130 0.722
F 0.53562 2.26056 0.63539 -0.056
```

Its HOMO energy is -10.164 eV. Its LUMO energy is 0.5 eV. Its spin multiplicity is 1. The HOMO-LUMO gap is 0.3932 hartree.


Here is 2 unconnected molecules or ions with the total composition C3H4ClFO at a distorted geometry from the Open Molecules 2025 dataset. Energies are from ωB97M-V with the def2-TZVPD basis set.

The geometry in XYZ format:
```
10
Properties=species:S:1:pos:R:3:lowdin_charge:R:1
H -0.75248 -1.98786 -1.05573 0.122
C 0.09563 -1.39809 -0.62108 -0.302
C 0.93677 -0.57944 -1.65641 0.099
H 1.39515 -1.28669 -2.30537 0.040
H 1.00087 0.42195 -1.89499 0.024
H 0.56642 -2.21921 -0.15598 0.083
C 2.88560 -0.49926 0.20118 -0.695
O 3.07615 -1.50143 0.77722 0.031
F -0.17273 -0.61291 0.43704 -0.043
Cl 3.95401 0.81518 -0.06491 0.642
```

Its HOMO energy (alpha / beta) is -8.945 / -8.788 eV. Its LUMO energy (alpha / beta) is -0.1 / -0.8 eV. Its spin multiplicity is 1. The HOMO-LUMO gap (alpha / beta) is 0.3234 / 0.2933 hartree.


Here is a single C3H4ClFO molecule at a distorted geometry from the Open Molecules 2025 dataset. Energies are from ωB97M-V with the def2-TZVPD basis set.

The geometry in XYZ format:
```
10
Properties=species:S:1:pos:R:3:lowdin_charge:R:1
Cl 1.59692 0.59892 -0.14487 0.653
H -1.58005 1.93287 1.06265 0.080
O -1.83785 -0.84935 -0.26065 0.080
C 0.33884 -0.51971 0.47767 -0.660
H -2.20644 1.79028 -0.63625 0.080
H -0.36830 2.24513 -0.19738 0.054
F 0.41596 -1.74477 -0.09404 -0.009
C -1.07104 0.03349 0.10365 -0.386
H 0.27661 -0.55584 1.60593 0.141
C -1.31951 1.63682 0.01190 -0.034
```

Its HOMO energy is -10.130 eV. Its LUMO energy is 0.6 eV. Its spin multiplicity is 1. The HOMO-LUMO gap is 0.3952 hartree.


Here is a single C3H4ClFS molecule at a distorted geometry from the Open Molecules 2025 dataset. Energies are from ωB97M-V with the def2-TZVPD basis set.

The geometry in XYZ format:
```
10
Properties=species:S:1:pos:R:3:lowdin_charge:R:1
C 0.44054 -0.16651 0.28639 -0.879
H -0.57112 -1.64545 1.46105 0.055
C -0.75282 -0.94093 0.64967 -0.684
H -0.49299 1.63963 -0.35944 0.071
C 0.18496 0.93053 -0.77290 -0.082
H -0.34114 0.54036 -1.66970 0.088
Cl 1.75811 -1.36211 -0.10138 0.661
H 1.11964 1.32176 -1.09529 0.068
S -2.26521 -0.82303 0.12816 0.775
F 0.92003 0.50576 1.47345 -0.072
```

Its HOMO energy is -9.481 eV. Its LUMO energy is -1.1 eV. Its spin multiplicity is 1. The HOMO-LUMO gap is 0.3087 hartree.


Here is a single C3H4ClN molecule at a distorted geometry from the Open Molecules 2025 dataset. Energies are from ωB97M-V with the def2-TZVPD basis set.

The geometry in XYZ format:
```
9
Properties=species:S:1:pos:R:3:lowdin_charge:R:1
C -0.46491 -1.21485 -0.12011 -0.271
H 1.94765 0.83020 0.71307 0.042
H 2.06849 0.38739 -0.98245 0.051
C 0.64062 -0.58173 0.01974 -0.180
N -1.95233 1.26238 -0.04991 -0.544
H -1.01309 1.62060 0.28241 -0.036
C 1.64472 0.23603 -0.05846 0.058
H -0.77666 -2.25370 -0.10270 0.057
Cl -2.09449 -0.28633 0.29841 0.823
```

Its HOMO energy (alpha / beta) is -8.043 / -8.042 eV. Its LUMO energy (alpha / beta) is -0.3 / -0.3 eV. Its spin multiplicity is 1. The HOMO-LUMO gap (alpha / beta) is 0.2838 / 0.2838 hartree.


Here is 2 unconnected molecules or ions with the total composition C3H4ClN3 at a distorted geometry from the Open Molecules 2025 dataset. Energies are from ωB97M-V with the def2-TZVPD basis set.

The geometry in XYZ format:
```
11
Properties=species:S:1:pos:R:3:lowdin_charge:R:1
N -0.66817 -0.18242 0.87051 -0.459
H -0.46497 1.82473 0.64376 0.075
N 2.59279 0.99547 0.75059 0.164
H -2.14729 1.25460 0.56903 0.082
Cl -1.51689 -1.51294 0.28167 0.646
C 2.04051 0.15713 0.17343 -0.264
H 0.04194 -2.09228 -1.12364 -0.003
H -1.08404 1.02317 -0.82829 0.083
C 1.32329 -0.80051 -0.44360 -0.225
C -1.11444 1.03519 0.26948 -0.241
N 0.99727 -1.70214 -1.16294 0.141
```

Its HOMO energy (alpha / beta) is -7.317 / -10.722 eV. Its LUMO energy (alpha / beta) is -0.2 / -2.0 eV. Its spin multiplicity is 3. The expectation value of S² is 2.02. The HOMO-LUMO gap (alpha / beta) is 0.2633 / 0.3221 hartree.


Here is a single C3H4ClN3S molecule at a distorted geometry from the Open Molecules 2025 dataset. Energies are from ωB97M-V with the def2-TZVPD basis set.

The geometry in XYZ format:
```
12
Properties=species:S:1:pos:R:3:lowdin_charge:R:1
H -2.51511 -1.49937 -0.55311 0.075
H 0.06731 -2.06801 1.47485 -0.116
N -0.23323 -0.31561 0.00627 -0.436
C 0.62961 0.79230 -0.02052 -0.772
N -1.48165 1.50408 -0.27934 0.096
Cl 2.32184 0.61861 0.13648 0.670
H 0.18217 2.90901 -0.26819 0.108
N -2.61970 -0.58329 -0.09418 0.111
C -0.14813 1.87804 -0.18882 -0.161
H -3.46760 -0.08568 -0.41358 0.112
S 0.16940 -1.95492 0.14158 0.833
C -1.49921 0.20799 -0.16644 -0.520
```

Its HOMO energy is -8.166 eV. Its LUMO energy is 0.5 eV. Its spin multiplicity is 1. The HOMO-LUMO gap is 0.3171 hartree.


Here is a single C3H4ClN3S molecule at a distorted geometry from the Open Molecules 2025 dataset. Energies are from ωB97M-V with the def2-TZVPD basis set.

The geometry in XYZ format:
```
12
Properties=species:S:1:pos:R:3:lowdin_charge:R:1
H -3.10506 0.73182 0.77028 -0.104
H -1.32162 -2.12380 -0.94955 0.239
C -1.27070 -0.42189 0.47299 -0.815
H 2.89806 0.30898 -0.18328 0.062
C 0.69222 0.05777 0.05619 -0.495
S -2.94537 -0.60848 0.79084 0.826
N -0.36082 0.55913 0.81912 0.149
N 0.46801 -1.14109 -0.51677 0.076
C 1.92906 0.80881 -0.09403 -0.480
N -0.81132 -1.40074 -0.23454 -0.064
H 1.95275 1.56966 0.80403 0.121
Cl 1.87478 1.65983 -1.73528 0.484
```

Its HOMO energy is -9.230 eV. Its LUMO energy is 0.5 eV. Its spin multiplicity is 1. The HOMO-LUMO gap is 0.3567 hartree.


| no. | molecular weight (g mol⁻¹) |
| --- | --- |
| 1 | 94.5 |
| 2 | 227.6 |
| 3 | 110.5 |
| 4 | 110.5 |
| 5 | 110.5 |
| 6 | 126.6 |
| 7 | 89.5 |
| 8 | 117.5 |
| 9 | 149.6 |
| 10 | 149.6 |